[1]
ORCA calculation (ωB97M-V/def2-TZVPD) on a structure of composition C4H12AgFNO2P in a non-equilibrium geometry.

Output
<S²>   0.758
Multiplicity   2
Total charge   +1
E   -952.45767 a.u.

The geometry in XYZ format:
```
22
Properties=species:S:1:pos:R:3:mulliken_charge:R:1
N 2.566 -0.224 1.005 -0.5933
C 2.149 -0.849 -0.328 -0.4826
P 0.210 -1.030 -0.278 0.6298
F 0.277 -2.233 0.998 -0.5109
C -1.710 -0.947 -0.247 -0.6244
C -2.321 0.505 0.208 -0.4168
C -1.589 1.810 -0.464 0.4488
O -1.657 2.074 -1.771 -0.4650
O -0.766 2.752 0.365 -0.4439
H 2.250 -0.814 1.805 0.3492
H 2.236 0.763 1.090 0.2984
H 2.441 -0.065 -1.169 0.2901
H 2.687 -1.884 -0.526 0.3663
H 0.218 0.030 0.697 -0.2716
H 0.186 -0.124 -1.408 0.0390
H 0.232 -2.121 -1.235 0.0875
H -2.141 -1.298 -1.303 0.3797
H -2.137 -1.744 0.533 0.3581
H -3.465 0.558 -0.129 0.3626
H -2.316 0.546 1.378 0.2940
H 0.014 2.231 0.720 0.2200
Ag 2.635 2.063 0.058 0.6849
```

[2]
ORCA calculation (ωB97M-V/def2-TZVPD) on the molecule C2H6ClN in a non-equilibrium geometry.

Output
Energy above the lowest of the compared OMol25 structures with the same formula, charge and spin   178.4 kJ/mol
Multiplicity   1

The geometry in XYZ format:
```
10
Properties=species:S:1:pos:R:3:mulliken_charge:R:1
C 0.459 0.808 0.707 -0.6645
C -0.494 -0.521 -0.920 -0.8037
N -0.556 0.784 -0.268 -0.1584
Cl -0.278 1.892 -1.537 -0.1388
H 0.685 1.864 0.919 0.2785
H 0.095 0.254 1.588 0.2953
H 1.363 0.199 0.433 0.2722
H 0.576 -0.794 -1.372 0.2996
H -0.610 -1.229 -0.123 0.3288
H -1.220 -0.654 -1.731 0.2911
```